# 1
# C26H36BN2O2PtSiTe

C26H36BN2O2PtSiTe as an isolated structure (ωB97M-V with the def2-TZVPD basis set, the Open Molecules 2025 dataset).

Geometry as XYZ:
```
70
Properties=species:S:1:pos:R:3:lowdin_charge:R:1
Pt 0.23340 -0.40018 0.55071 0.813
Te -0.35621 4.22793 -0.30668 0.805
Si 0.31893 -1.30604 2.66901 0.439
O -1.13374 1.67590 2.29920 0.062
O 1.03117 2.27699 1.82132 0.031
N 0.13961 -2.42838 -0.78751 -0.349
N 0.44583 0.14469 -1.83746 -0.337
C 0.52979 3.11180 2.77453 -0.310
C -0.69600 6.46887 -4.07494 -0.132
C -0.13102 -2.21049 -2.19816 -0.208
C 1.14173 4.17447 3.39459 -0.004
C -1.52956 3.42594 3.99548 -0.002
C -2.46830 5.48702 -2.19713 -0.186
C -1.41278 -1.46826 3.41192 -0.214
C -0.91316 4.49637 4.64658 -0.103
C 1.43879 1.16494 -2.16030 -0.099
C 3.42564 0.12871 5.08853 -0.101
C 1.42931 1.25172 5.79354 -0.082
C 2.69324 -0.55859 4.13186 -0.104
C 0.68370 -1.02899 -2.66945 -0.221
C -0.78208 2.75613 3.05601 -0.276
C -0.91373 0.65887 -2.04867 -0.113
C -0.79457 -3.40554 -0.23725 -0.093
C 1.52031 -2.87970 -0.57773 -0.103
C -2.05955 6.64510 -4.27221 -0.142
C -2.94187 6.15314 -3.31897 -0.131
C 1.32024 -0.35206 3.96982 -0.270
C -1.09976 5.28524 -1.98651 -0.706
C 0.39249 4.86594 4.34635 -0.101
C 2.79218 1.03690 5.92636 -0.104
C -0.22732 5.80316 -2.95094 -0.192
C 0.70940 0.56699 4.82328 -0.095
C 1.07978 -3.04244 2.88820 -0.228
B 0.00920 1.34850 1.53216 -0.841
H -2.04071 -2.14507 2.82756 0.015
H 0.92377 1.96629 6.43161 0.101
H 0.11223 -3.11403 -2.78010 0.128
H -4.01003 6.28964 -3.45059 0.086
H -0.35642 0.74561 4.74472 0.098
H -1.65418 -0.01556 -1.61636 0.073
H -1.19429 -2.00962 -2.33657 0.113
H -3.17060 5.11209 -1.46224 0.074
H 2.22350 -2.09468 -0.84468 0.077
H 1.73627 -3.78191 -1.17452 0.097
H 2.10806 -3.11999 2.53230 0.011
H -1.00657 1.62748 -1.55565 0.010
H 0.83770 5.71059 4.85645 0.092
H -2.42838 7.15341 -5.15503 0.081
H 0.83921 5.67717 -2.80857 0.070
H -1.12699 0.78853 -3.12298 0.096
H -0.64421 -3.50811 0.82689 0.043
H -1.90323 -0.49375 3.41038 0.016
H -1.81467 -3.05902 -0.40386 0.093
H 0.45225 -0.80718 -3.72498 0.129
H 4.49196 -0.04175 5.18091 0.092
H 0.50995 -3.83839 2.41444 0.003
H 1.66457 -3.11162 0.46779 0.044
H 3.20790 -1.26757 3.49246 0.091
H -1.46764 5.05486 5.39022 0.090
H 3.35830 1.57036 6.68031 0.092
H 1.74361 -1.28546 -2.63356 0.105
H 1.36242 1.47384 -3.21447 0.095
H -1.36848 -1.83846 4.44048 0.030
H 0.01021 6.85482 -4.80235 0.086
H -0.67124 -4.39172 -0.71252 0.094
H 1.29362 2.03948 -1.52942 0.012
H 1.08698 -3.23395 3.96398 0.036
H 2.15427 4.45738 3.14377 0.120
H 2.43827 0.76106 -1.98678 0.086
H -2.54789 3.13285 4.21234 0.115
```

Results
energy relative to the best compared isomer or geometry (same formula, charge and spin): 9.3 kcal per mole
charge: -1

=====

# 2
# C21H24LaN2OP2S

C21H24LaN2OP2S as an isolated structure (ωB97M-V with the def2-TZVPD basis set, the Open Molecules 2025 dataset).

Geometry as XYZ:
```
52
Properties=species:S:1:pos:R:3:lowdin_charge:R:1
La -0.60731 0.24981 0.02365 1.331
S 2.84541 3.69491 1.55573 0.649
P 0.95648 -1.10946 -2.10163 0.765
P 0.02706 -2.03788 1.73658 0.734
O -0.98365 3.52451 -2.21730 0.098
N 0.92312 1.83496 0.75501 -0.284
N -1.94671 -2.07273 -0.91751 0.014
C -3.08426 -0.91309 -4.77655 -0.054
C -1.77825 -1.38389 -4.54239 -0.027
C 0.00154 -2.37302 -3.07228 -0.298
C 1.74818 2.65999 1.09337 -1.008
C -4.63279 -1.58263 -1.41855 0.077
C -5.17137 -2.28402 0.92614 -0.006
C -0.76528 2.59135 -1.58422 -0.074
C -0.60306 -1.62276 3.39371 -0.272
C -3.72534 -1.50072 -2.48522 -0.149
C -3.41205 -3.25829 2.27589 -0.029
C -2.88491 -2.41877 0.03211 -0.197
C 1.30429 0.05376 -3.46980 -0.271
C -2.35750 -1.84903 -2.21641 -0.205
C -4.27850 -2.10320 -0.16909 -0.139
C -1.41399 -1.88598 -3.30022 -0.230
C 1.54663 -2.89923 2.18845 -0.271
C -2.48717 -3.08634 1.24165 -0.229
C -4.73991 -2.82734 2.12414 -0.057
C 2.54470 -1.99201 -1.94840 -0.267
C -4.03980 -0.98855 -3.77749 -0.006
C -1.05067 -3.53093 1.43128 -0.292
H 1.99459 -3.45223 1.34580 0.049
H -0.02976 -0.79448 3.83729 0.057
H 0.02396 -3.31355 -2.50327 0.094
H -0.50236 -2.51786 4.01490 0.055
H 1.78727 -0.46006 -4.31102 0.059
H 2.43787 -2.88001 -1.30789 0.040
H -1.65773 -1.30879 3.38218 0.048
H -1.05121 -1.35334 -5.36711 0.128
H -0.64850 -4.07441 0.56133 0.096
H 2.27717 -2.15526 2.52998 0.056
H -3.30652 -0.46201 -5.74900 0.118
H -5.41192 -2.90583 2.98257 0.118
H 0.38489 0.53435 -3.82838 0.040
H 0.50515 -2.53747 -4.04080 0.101
H 3.27077 -1.32392 -1.46733 0.052
H -0.96210 -4.14708 2.33856 0.093
H 1.96068 0.85160 -3.10463 0.051
H -2.37619 0.57237 -0.66998 -0.188
H 2.91634 -2.29547 -2.93748 0.060
H -5.67215 -1.32817 -1.62093 0.139
H 1.29123 -3.59688 2.99823 0.056
H -5.06128 -0.66056 -3.99861 0.125
H -6.21754 -2.01110 0.81020 0.122
H -3.12238 -3.74658 3.21626 0.128
```

Results
energy relative to the best compared isomer or geometry (same formula, charge and spin): 19.1 kcal per mole
charge: +1

=====

# 3
# C8H10FOPS

One molecule with the formula C8H10FOPS (ωB97M-V with the def2-TZVPD basis set, the Open Molecules 2025 dataset).

Geometry as XYZ:
```
22
Properties=species:S:1:pos:R:3:lowdin_charge:R:1
S 2.09649 -0.55821 -1.86017 0.307
P 0.78136 -0.63914 -0.38604 0.470
F 0.93463 -1.85295 0.71605 -0.213
O -0.77210 -1.04509 -1.04113 -0.305
C 1.66276 1.65233 0.97219 -0.069
C -1.12552 -3.20849 -2.10780 -0.069
C 1.49721 2.58832 1.91253 -0.090
C 0.56616 0.78073 0.68666 -0.304
C 0.23723 2.96550 2.39576 -0.028
C -0.59915 0.98907 1.36263 -0.097
C -0.83216 2.13655 2.06093 -0.065
C -0.85250 -1.67937 -2.27312 -0.404
H 0.05935 -1.40290 -2.80294 0.009
H -1.55247 -3.54733 -3.06332 0.064
H -1.80601 2.22388 2.41791 0.091
H -2.12444 -3.16715 -1.44492 0.113
H 0.13038 3.89677 2.97609 0.119
H 2.63979 1.50688 0.62962 0.090
H -1.32214 0.21249 1.19484 0.111
H -0.30667 -3.72929 -1.54573 0.082
H -1.58303 -1.28544 -2.99265 0.115
H 2.27083 3.16281 2.19261 0.073
```

Results
SMILES: CCO[P@@](F)(=S)c1ccccc1

=====

# 4
# C4H6O2

One molecule with the formula C4H6O2 (ωB97M-V with the def2-TZVPD basis set, the Open Molecules 2025 dataset).

Geometry as XYZ:
```
12
Properties=species:S:1:pos:R:3:lowdin_charge:R:1
O 2.04252 -0.34675 2.12087 0.182
O -1.43668 0.49205 0.71467 -0.039
C 0.25697 -1.16195 0.59950 -0.053
C -0.58803 -0.19771 -0.19776 -0.451
C 0.24937 0.78756 -1.01558 -0.051
C 1.19556 -0.72950 1.41530 -0.176
H -0.39336 1.52274 -1.51717 0.078
H -1.19562 -0.80681 -0.88486 0.136
H -1.99404 1.09198 0.20119 0.090
H 0.82991 0.26360 -1.78260 0.086
H 0.01893 -2.21695 0.64805 0.114
H 0.94289 1.33472 -0.36628 0.085
```

Results
SMILES: C[C@H](O)C=C=O
energy relative to the best compared isomer or geometry (same formula, charge and spin): 32.3 kcal per mole

=====

Here are the calculated largest force on an atom numbers, same order: 0.020; 0.070; 0.074; 0.020 (hartree/bohr).
Here are the calculated HOMO-LUMO gap numbers, same order: 4.937; 6.692; 9.499; 9.860 (eV).